(1)
A molecular structure, C2H2NO3S. Source: the OMol25 dataset; level of theory: ωB97M-V with the def2-TZVPD basis set.

**Gap between HOMO and LUMO**: 8.2391 eV
**Total energy**: -20574.7342 eV
**ΔE to the lowest compared entry with this formula, charge and spin**: 85.0 kJ/mol

The geometry in ORCA input format:
```
! RIJCOSX wB97M-V def2-TZVPD def2/J DEFGRID3
* xyz -1 1
C 0.45 -1.10 0.07
C 0.81 0.43 -0.04
N -0.40 1.12 -0.30
O 1.39 -1.92 0.08
O -0.72 -1.38 0.17
O -2.86 1.03 -0.17
S -1.62 0.58 0.51
H 1.35 0.46 -0.98
H 1.61 0.80 0.67
*
```

---

(2)
3 unconnected molecules or ions with the total composition C5H15NO2. Source: the OMol25 dataset; level of theory: ωB97M-V with the def2-TZVPD basis set.

**Gap between HOMO and LUMO**: 3.6529 eV
**Total energy**: -11005.1461 eV
**ΔE to the lowest compared entry with this formula, charge and spin**: 849.1 kJ/mol

The geometry in ORCA input format:
```
! RIJCOSX wB97M-V def2-TZVPD def2/J DEFGRID3
* xyz 0 1
C 1.88 -0.24 0.81
N 1.21 -1.01 -0.23
C -1.62 -1.07 0.70
C -2.12 -0.30 -0.44
C -3.42 0.41 0.03
O -1.24 0.85 -0.96
C 3.21 0.07 0.29
H 1.28 0.74 1.12
H 1.97 -0.79 1.86
H 1.09 -0.35 -1.02
H -1.58 -0.62 1.67
H -1.66 -2.17 0.76
H -2.28 -0.91 -1.36
H -3.23 0.74 1.08
H -4.35 -0.31 0.13
H -3.80 1.32 -0.61
H -0.25 0.95 -0.80
H 3.85 0.53 1.08
H 3.77 -0.85 -0.02
H 3.14 0.69 -0.62
H 2.23 1.95 -2.06
H 0.18 -1.07 -0.01
O 1.74 1.44 -1.40
*
```

---

(3)
A single C3H7N3 molecule. Source: the OMol25 dataset; level of theory: ωB97M-V with the def2-TZVPD basis set.

**Gap between HOMO and LUMO**: 9.8562 eV
**Total energy**: -7692.3925 eV
**SMILES**: N[C@H]1C=NNC1
**ΔE to the lowest compared entry with this formula, charge and spin**: 220.6 kJ/mol

The geometry in ORCA input format:
```
! RIJCOSX wB97M-V def2-TZVPD def2/J DEFGRID3
* xyz 0 1
C 0.61 0.14 0.38
C -0.48 -0.94 0.35
C -0.36 1.32 0.26
H 2.63 -0.26 -0.41
H 1.30 0.03 -1.64
H 1.10 0.29 1.32
H -1.14 -0.95 1.33
H -0.06 -1.98 0.28
H -2.25 -0.81 -0.70
H -0.09 2.31 0.46
N 1.56 0.21 -0.64
N -1.39 -0.38 -0.67
N -1.44 1.01 -0.33
*
```

---

(4)
A single C15H11ClS2 molecule. Source: the OMol25 dataset; level of theory: ωB97M-V with the def2-TZVPD basis set.

**Gap between HOMO and LUMO**: 7.6305 eV
**Total energy**: -49925.8890 eV
**SMILES**: Cc1ccc(-c2ccc(-c3ccc(Cl)s3)s2)cc1
**ΔE to the lowest compared entry with this formula, charge and spin**: 0.0 kJ/mol

The geometry in ORCA input format:
```
! RIJCOSX wB97M-V def2-TZVPD def2/J DEFGRID3
* xyz 0 1
Cl -6.60 -1.07 4.09
S -4.30 -0.42 2.24
S -1.36 0.26 0.51
C -5.12 -1.49 3.37
C -4.42 -2.59 3.66
C -3.12 -2.63 2.98
C -0.40 -1.85 1.59
C 0.68 -1.26 0.81
C -2.87 -1.49 2.23
C -1.58 -1.16 1.56
C 0.32 -0.14 0.13
C 0.67 1.73 -1.51
C 2.55 0.23 -1.14
C 1.46 2.46 -2.40
C 3.30 0.88 -2.13
C 1.20 0.61 -0.82
C 2.77 2.03 -2.73
C 3.54 2.81 -3.75
H -4.79 -3.33 4.36
H -2.40 -3.45 3.07
H -0.32 -2.76 2.21
H 1.68 -1.69 0.81
H -0.34 2.06 -1.30
H 2.97 -0.65 -0.65
H 0.99 3.35 -2.82
H 4.33 0.54 -2.30
H 2.90 3.64 -4.15
H 3.78 2.22 -4.62
H 4.48 3.17 -3.32
*
```

---

(5)
A gas-phase ion, C4H3ClNO2S (charge -1). Source: the OMol25 dataset; level of theory: ωB97M-V with the def2-TZVPD basis set.

**Gap between HOMO and LUMO**: 6.4381 eV
**Total energy**: -33139.4625 eV
**ΔE to the lowest compared entry with this formula, charge and spin**: 197.6 kJ/mol

The geometry in ORCA input format:
```
! RIJCOSX wB97M-V def2-TZVPD def2/J DEFGRID3
* xyz -1 1
C 1.81 1.14 -1.08
C 1.75 -1.07 -0.02
C -0.62 0.41 0.51
C -1.97 -0.19 0.12
N 2.13 0.08 -0.63
O 1.81 2.14 -1.71
O 2.36 -2.10 -0.10
S 0.31 -1.10 1.04
Cl -0.71 1.64 1.80
H -2.71 0.53 -0.18
H -2.48 -0.62 0.96
H -1.67 -0.88 -0.70
*
```

---

(6)
21 unconnected molecules or ions with the total composition C20H54BrFO20. Source: the OMol25 dataset; level of theory: ωB97M-V with the def2-TZVPD basis set.

**Gap between HOMO and LUMO**: 7.6052 eV
**Total energy**: -135324.2386 eV
**ΔE to the lowest compared entry with this formula, charge and spin**: 0.0 kJ/mol

The geometry in ORCA input format:
```
! RIJCOSX wB97M-V def2-TZVPD def2/J DEFGRID3
* xyz 0 1
F 3.25 2.92 2.69
Br 1.31 -2.38 -0.01
C -0.19 0.04 -0.16
C 1.09 -0.51 0.20
C -0.92 4.17 -0.87
C -3.60 -2.32 -1.32
C 0.15 3.54 -1.49
C -1.78 3.49 0.05
C -3.03 -1.39 -2.19
C -2.97 -2.56 -0.14
C 4.64 0.60 0.26
C 4.62 1.60 1.22
C 0.39 2.22 -1.17
C -1.56 2.16 0.29
C -1.93 -0.70 -1.80
C -1.80 -1.95 0.28
C 3.50 -0.10 -0.10
C 2.20 1.24 1.48
C 3.38 1.94 1.78
C -0.44 1.47 -0.36
C -1.32 -0.88 -0.58
C 2.30 0.27 0.47
H -0.99 5.31 -1.06
H -4.47 -2.95 -1.62
H 0.76 4.06 -2.18
H -2.54 3.97 0.64
H -3.36 -1.27 -3.29
H -3.23 -3.32 0.58
H 5.60 0.42 -0.14
H 5.56 2.06 1.48
H 1.18 1.68 -1.56
H -2.27 1.65 0.96
H -1.54 0.08 -2.45
H -1.28 -2.25 1.21
H 3.63 -0.85 -0.83
H 1.30 1.58 2.06
O -3.14 -6.11 0.56
H -3.90 -5.74 1.11
H -3.26 -7.11 0.48
O -5.68 0.44 -2.19
H -6.12 0.26 -3.08
H -4.80 0.91 -2.36
O 4.58 -3.08 0.03
H 5.15 -2.48 0.62
H 3.81 -3.43 0.59
O -4.52 2.92 2.71
H -5.22 3.49 2.26
H -3.84 3.53 3.14
O -0.16 7.35 -2.65
H -0.80 7.67 -1.94
H -0.49 7.69 -3.55
O 0.51 -4.71 2.24
H -0.21 -5.24 2.72
H 0.45 -4.92 1.25
O 0.67 -2.16 3.34
H 1.00 -2.31 4.28
H 0.64 -3.05 2.87
O -5.18 -4.96 1.77
H -5.77 -4.36 1.20
H -4.94 -4.45 2.61
O 6.28 -1.74 1.66
H 7.00 -1.03 1.60
H 5.65 -1.48 2.41
O -6.76 -3.62 0.03
H -6.69 -2.87 -0.65
H -7.20 -4.41 -0.42
O 7.87 0.48 1.16
H 7.82 0.94 2.06
H 7.62 1.15 0.44
O -0.99 1.60 -4.86
H -1.48 2.48 -4.72
H 0.00 1.79 -4.85
O 3.29 -0.64 -3.39
H 2.89 -0.81 -4.30
H 2.68 -1.07 -2.70
O -2.07 -1.46 4.28
H -1.91 -1.47 5.28
H -1.20 -1.23 3.83
O 8.05 2.38 -1.06
H 7.43 2.88 -1.68
H 9.00 2.55 -1.37
O -2.33 -0.44 -6.26
H -1.56 -0.83 -6.79
H -1.95 0.29 -5.67
O -2.35 1.17 3.33
H -2.67 0.32 3.78
H -3.15 1.60 2.88
O -1.40 8.24 -0.29
H -0.60 8.85 -0.14
H -1.87 8.12 0.60
O 6.63 -1.98 -1.75
H 6.35 -1.88 -2.71
H 5.83 -2.27 -1.21
O -4.28 -3.32 3.61
H -3.38 -2.86 3.57
H -4.97 -2.66 3.94
*
```

---

(7)
A molecular structure, H6O3. Source: the OMol25 dataset; level of theory: ωB97M-V with the def2-TZVPD basis set.

**Gap between HOMO and LUMO**: 9.8861 eV
**Total energy**: -6238.8360 eV
**ΔE to the lowest compared entry with this formula, charge and spin**: 136.7 kJ/mol

The geometry in ORCA input format:
```
! RIJCOSX wB97M-V def2-TZVPD def2/J DEFGRID3
* xyz 0 1
O -10.05 -1.09 16.57
H -9.57 -1.53 15.87
H -10.92 -1.47 16.55
O -8.75 -0.88 18.28
H -9.37 -0.89 17.55
H -9.25 -0.52 19.01
O -12.77 -1.69 16.59
H -13.35 -1.11 16.11
H -12.98 -1.53 17.51
*
```

---

- total energy of number 2 (C5H15NO2)?
  -11005.1461 eV

---

- Look up the total energy of the fourth one.
  -49925.8890 eV